A cluster of 4 separate species, C5H17NO4 in total in a non-equilibrium geometry. Source: the Open Molecules 2025 dataset; level of theory: ωB97M-V/def2-TZVPD.

Cartesian coordinates (Å):
1 C -2.27 2.32 0.58
2 C -1.14 1.56 0.95
3 N -0.55 1.03 -0.39
4 C 1.44 1.14 -1.87
5 C 0.78 1.44 -0.43
6 C 1.67 0.59 0.47
7 O 1.30 -0.52 0.91
8 H -3.08 2.41 1.39
9 H -1.92 3.29 0.17
10 H -3.08 1.79 -0.12
11 H -0.39 2.09 1.53
12 H -1.43 0.56 1.42
13 H -0.63 0.15 -0.64
14 H 0.92 1.58 -2.70
15 H 1.39 0.03 -1.91
16 H 2.46 1.53 -2.03
17 H 0.81 2.51 -0.25
18 H 2.61 1.00 0.75
19 H 0.08 -1.92 3.07
20 H 0.30 -0.45 3.26
21 O -0.24 -1.15 3.53
22 H 1.95 -2.94 -1.82
23 H 2.67 -1.88 -1.03
24 O 1.72 -2.28 -1.18
25 H -1.59 -2.39 -2.32
26 H -3.09 -2.33 -2.20
27 O -2.40 -2.86 -2.25

SMILES	CCN[C@H](C)C=O.O.O.O
ΔE to the lowest compared entry with this formula, charge and spin	80.7	kcal/mol
gap between HOMO and LUMO	9.22	eV
net charge	0
total energy	-15137.848	eV

Atomic partial charges in e from the natural (NBO) method, atoms 1 to 6:
1. C -0.62
2. C -0.25
3. N -0.63
4. C -0.63
5. C -0.14
6. C 0.40

---

A structure of composition C18H45BrFN3Sr in a non-equilibrium geometry. Source: the Open Molecules 2025 dataset; level of theory: ωB97M-V/def2-TZVPD.

Cartesian coordinates (Å):
1 Sr 0.40 0.16 -0.20
2 Br 2.39 0.89 -2.24
3 F -1.46 -0.22 1.05
4 C 3.43 1.36 1.75
5 C 2.19 1.38 2.64
6 N 0.98 1.82 1.89
7 C 1.11 3.14 1.31
8 C 0.07 3.41 0.21
9 C -0.21 1.68 2.71
10 C -0.39 2.36 4.12
11 H 3.29 0.84 0.81
12 H 4.23 0.87 2.29
13 H 3.82 2.33 1.56
14 H 1.80 0.39 2.96
15 H 2.36 2.03 3.50
16 H 1.09 3.84 2.13
17 H 2.11 3.28 1.01
18 H 0.04 2.60 -0.49
19 H -0.89 3.68 0.62
20 H 0.37 4.30 -0.36
21 H -0.35 0.61 2.95
22 H -1.10 1.92 2.10
23 H 0.47 2.19 4.74
24 H -1.13 1.79 4.59
25 H -0.56 3.42 4.16
26 C -1.36 -1.71 -2.47
27 C -1.68 -0.41 -3.08
28 N -1.72 0.80 -2.16
29 C -1.48 2.10 -2.88
30 C -2.30 2.40 -4.09
31 C -3.00 0.73 -1.35
32 C -3.26 1.88 -0.45
33 H -0.70 -1.76 -1.60
34 H -1.01 -2.40 -3.26
35 H -2.25 -2.02 -1.91
36 H -0.83 -0.07 -3.70
37 H -2.63 -0.46 -3.61
38 H -1.58 2.93 -2.13
39 H -0.41 2.08 -3.12
40 H -2.28 1.54 -4.82
41 H -3.31 2.67 -3.82
42 H -1.87 3.17 -4.66
43 H -2.94 -0.20 -0.78
44 H -3.75 0.76 -2.15
45 H -3.48 2.77 -1.08
46 H -2.38 2.06 0.20
47 H -4.13 1.55 0.12
48 C 1.78 -3.00 -2.29
49 C 2.21 -2.91 -0.80
50 N 1.13 -2.56 0.11
51 C 0.02 -3.57 0.08
52 C -1.15 -3.27 1.02
53 C 1.64 -2.22 1.48
54 C 2.04 -3.44 2.37
55 H 1.11 -3.81 -2.60
56 H 2.72 -3.11 -2.75
57 H 1.42 -2.03 -2.63
58 H 2.53 -3.92 -0.55
59 H 3.07 -2.26 -0.74
60 H -0.30 -3.64 -0.97
61 H 0.54 -4.51 0.29
62 H -1.88 -4.07 0.80
63 H -0.78 -3.45 2.04
64 H -1.60 -2.28 0.94
65 H 0.92 -1.61 2.07
66 H 2.52 -1.64 1.34
67 H 1.17 -4.10 2.39
68 H 2.22 -3.06 3.38
69 H 2.94 -4.00 2.06

gap between HOMO and LUMO	9.07	eV
net charge	0
total energy	-97464.847	eV

Atomic partial charges in e from the natural (NBO) method, atoms 1 to 6:
1. Sr 1.80
2. Br -0.91
3. F -0.93
4. C -0.63
5. C -0.22
6. N -0.51

---

A structure of composition C37H42Cl2N5O2P2Re. Source: the Open Molecules 2025 dataset; level of theory: ωB97M-V/def2-TZVPD.

Cartesian coordinates (Å):
1 Re -0.42 0.52 0.27
2 C -2.97 2.69 0.02
3 P -1.94 1.78 -1.20
4 C -3.03 0.76 -2.20
5 C -4.42 0.83 -2.09
6 C -5.22 0.03 -2.89
7 C -4.64 -0.83 -3.81
8 C -3.26 -0.90 -3.93
9 C -2.45 -0.11 -3.12
10 C -1.21 3.07 -2.24
11 C -0.54 4.11 -1.60
12 C 0.03 5.13 -2.34
13 C -0.06 5.11 -3.73
14 C -0.73 4.07 -4.37
15 C -1.31 3.05 -3.62
16 C -2.15 2.92 1.22
17 C -2.27 3.91 2.26
18 C -1.29 3.65 3.17
19 C -0.57 2.51 2.69
20 C 0.57 1.76 3.25
21 P 1.41 1.02 1.79
22 C 2.61 2.28 1.34
23 C 2.43 3.09 0.22
24 C 3.32 4.12 -0.04
25 C 4.39 4.35 0.81
26 C 4.57 3.55 1.94
27 C 3.69 2.52 2.21
28 C 2.30 -0.44 2.37
29 C 3.57 -0.73 1.90
30 C 4.23 -1.87 2.35
31 C 3.63 -2.72 3.26
32 C 2.35 -2.44 3.73
33 C 1.69 -1.31 3.29
34 N -1.10 2.09 1.49
35 H -3.82 2.05 0.29
36 H -3.38 3.62 -0.38
37 H -4.90 1.52 -1.41
38 H -6.30 0.10 -2.81
39 H -5.27 -1.45 -4.44
40 H -2.81 -1.57 -4.65
41 H -1.37 -0.18 -3.21
42 H -0.47 4.16 -0.52
43 H 0.53 5.95 -1.85
44 H 0.38 5.90 -4.32
45 H -0.83 4.07 -5.44
46 H -1.86 2.26 -4.13
47 H -3.02 4.69 2.29
48 H -1.07 4.19 4.08
49 H 0.19 0.96 3.89
50 H 1.23 2.38 3.85
51 H 1.61 2.92 -0.46
52 H 3.19 4.74 -0.92
53 H 5.08 5.15 0.61
54 H 5.40 3.74 2.61
55 H 3.83 1.91 3.09
56 H 4.06 -0.07 1.20
57 H 5.23 -2.08 2.00
58 H 4.16 -3.58 3.63
59 H 1.89 -3.08 4.47
60 H 0.71 -1.08 3.71
61 N -1.27 -1.06 1.57
62 C -1.94 -2.11 0.75
63 C -2.05 -3.47 1.42
64 C -0.72 -4.19 1.69
65 C -0.75 -5.62 1.15
66 N -0.67 -5.67 -0.31
67 C 0.44 -5.63 -1.04
68 N 0.37 -5.42 -2.34
69 N 1.64 -5.82 -0.47
70 C -1.27 -2.17 -0.61
71 O -1.34 -3.11 -1.35
72 O -0.60 -1.06 -0.88
73 H -0.54 -1.49 2.14
74 H -1.95 -0.65 2.20
75 H -2.96 -1.74 0.56
76 H -2.69 -4.08 0.77
77 H -2.61 -3.35 2.35
78 H -0.55 -4.27 2.77
79 H 0.14 -3.65 1.29
80 H -1.69 -6.10 1.42
81 H 0.03 -6.24 1.59
82 H -1.52 -5.49 -0.81
83 H -0.50 -5.11 -2.77
84 H 1.17 -5.51 -2.94
85 H 1.71 -6.24 0.44
86 H 2.46 -5.92 -1.06
87 Cl 1.31 0.85 -2.08
88 C 2.94 0.13 -2.32
89 Cl 3.12 -1.36 -1.40
90 H 3.67 0.85 -1.98
91 H 3.02 -0.08 -3.38

ΔE to the lowest compared entry with this formula, charge and spin	31.3	kcal/mol
gap between HOMO and LUMO (alpha / beta)	6.97 / 6.24	eV
net charge	+3
multiplicity	4
total energy	-96327.767	eV
<S²>	3.773

Atomic partial charges in e from the Löwdin method, atoms 1 to 6:
1. Re 1.10
2. C -0.21
3. P 0.98
4. C -0.37
5. C -0.07
6. C -0.05

---

An isolated molecule of C4H6Cl2O in a non-equilibrium geometry. Source: the Open Molecules 2025 dataset; level of theory: ωB97M-V/def2-TZVPD.

Cartesian coordinates (Å):
1 C 0.17 0.04 0.12
2 C 1.27 0.53 -0.68
3 C -0.13 0.66 1.45
4 C -0.60 -1.14 -0.32
5 O -1.44 -1.01 -1.46
6 Cl 1.74 -0.04 -2.32
7 Cl 2.12 1.88 -0.14
8 H 0.52 0.46 2.21
9 H -1.10 0.36 1.71
10 H -0.21 1.85 1.27
11 H 0.08 -1.96 -0.61
12 H -1.15 -1.52 0.45
13 H -1.28 -0.11 -1.68

SMILES	CC(CO)=C(Cl)Cl
ΔE to the lowest compared entry with this formula, charge and spin	35.7	kcal/mol
gap between HOMO and LUMO	9.59	eV
net charge	0
total energy	-31335.871	eV

Atomic partial charges in e from the natural (NBO) method, atoms 1 to 6:
1. C -0.06
2. C -0.09
3. C -0.63
4. C -0.11
5. O -0.69
6. Cl 0.02

---

A structure of composition C13H30MnN9OS. Source: the Open Molecules 2025 dataset; level of theory: ωB97M-V/def2-TZVPD.

Cartesian coordinates (Å):
1 Mn -0.63 0.28 -0.43
2 N -1.55 -0.04 1.40
3 C -2.26 -1.32 1.33
4 C -3.02 -1.40 0.01
5 N -2.21 -0.87 -1.13
6 C -1.60 -1.97 -1.92
7 C -0.48 -2.60 -1.10
8 N 0.42 -1.53 -0.63
9 C -3.03 0.02 -1.98
10 C -3.25 1.34 -1.26
11 N -1.93 1.90 -0.91
12 H -0.86 -0.09 2.15
13 H -2.18 0.73 1.64
14 H -2.95 -1.47 2.17
15 H -1.51 -2.10 1.40
16 H -3.92 -0.80 0.09
17 H -3.34 -2.42 -0.19
18 H -1.17 -1.51 -2.82
19 H -2.34 -2.71 -2.23
20 H 0.05 -3.35 -1.69
21 H -0.89 -3.12 -0.24
22 H 1.13 -1.36 -1.32
23 H 0.89 -1.79 0.25
24 H -3.99 -0.45 -2.24
25 H -2.48 0.19 -2.90
26 H -3.80 1.21 -0.34
27 H -3.83 2.02 -1.89
28 H -2.05 2.63 -0.20
29 H -1.51 2.34 -1.73
30 C 4.62 -1.01 4.26
31 N 3.36 -1.61 3.88
32 C 2.50 -1.12 2.98
33 N 2.84 0.02 2.35
34 S 1.04 -1.92 2.66
35 H 5.04 -1.56 5.09
36 H 4.48 0.03 4.59
37 H 5.34 -1.03 3.43
38 H 3.08 -2.48 4.30
39 H 3.65 0.55 2.63
40 H 2.15 0.47 1.78
41 N -2.49 3.12 2.00
42 C -1.33 3.19 2.07
43 N 0.00 3.20 2.10
44 C 0.46 2.35 1.26
45 N 0.85 1.56 0.48
46 C 1.40 2.28 -3.78
47 C 1.32 1.25 -2.70
48 C 2.61 0.73 -2.15
49 O 0.23 0.83 -2.33
50 H 2.22 2.06 -4.47
51 H 1.64 3.23 -3.30
52 H 0.46 2.37 -4.31
53 H 3.36 1.52 -2.09
54 H 2.99 -0.01 -2.86
55 H 2.47 0.27 -1.17

ΔE to the lowest compared entry with this formula, charge and spin	1.5	kcal/mol
gap between HOMO and LUMO (alpha / beta)	8.93 / 8.59	eV
net charge	+1
multiplicity	2
total energy	-71578.255	eV
<S²>	0.783

Atomic partial charges in e from the natural (NBO) method, atoms 1 to 6:
1. Mn 0.99
2. N -0.83
3. C -0.23
4. C -0.24
5. N -0.44
6. C -0.22

---

A structure of composition C41H44ClN2P2SZr in a non-equilibrium geometry. Source: the Open Molecules 2025 dataset; level of theory: ωB97M-V/def2-TZVPD.

Cartesian coordinates (Å):
1 Zr 0.23 -0.01 -1.30
2 Cl 2.74 0.03 -1.23
3 P -0.04 -2.55 -1.16
4 P -0.03 2.55 -1.19
5 C 0.33 -3.34 0.40
6 C 1.20 -3.14 -2.34
7 C -1.66 -3.10 -1.70
8 C -1.71 3.19 -1.18
9 C 0.85 3.38 0.15
10 C 0.82 3.06 -2.71
11 C -0.63 -4.12 1.04
12 C -0.32 -4.74 2.25
13 C 0.94 -4.54 2.83
14 C 1.87 -3.68 2.23
15 C 1.56 -3.06 1.03
16 H -1.61 -4.25 0.59
17 H -1.05 -5.42 2.72
18 H 1.20 -5.06 3.75
19 H 2.85 -3.52 2.69
20 H 2.25 -2.35 0.57
21 C -2.82 -2.62 -1.06
22 C -4.07 -3.09 -1.46
23 C -4.15 -4.01 -2.52
24 C -3.00 -4.43 -3.21
25 C -1.75 -3.95 -2.81
26 H -2.73 -1.86 -0.28
27 H -4.97 -2.75 -0.94
28 H -5.13 -4.39 -2.82
29 H -3.07 -5.14 -4.03
30 H -0.85 -4.24 -3.34
31 C 1.79 -4.37 -2.07
32 C 2.73 -4.90 -2.96
33 C 3.08 -4.16 -4.10
34 C 2.54 -2.89 -4.34
35 C 1.59 -2.38 -3.45
36 H 1.53 -4.92 -1.17
37 H 3.15 -5.89 -2.77
38 H 3.79 -4.57 -4.81
39 H 2.83 -2.31 -5.22
40 H 1.17 -1.38 -3.62
41 C 2.22 3.62 0.03
42 C 2.93 4.25 1.04
43 C 2.28 4.56 2.24
44 C 0.94 4.19 2.44
45 C 0.23 3.58 1.40
46 H 2.75 3.31 -0.88
47 H 3.97 4.54 0.88
48 H 2.81 5.10 3.03
49 H 0.43 4.44 3.38
50 H -0.80 3.26 1.55
51 C -2.78 2.46 -0.64
52 C -4.07 2.99 -0.66
53 C -4.28 4.26 -1.20
54 C -3.22 4.99 -1.76
55 C -1.94 4.44 -1.76
56 H -2.61 1.46 -0.24
57 H -4.90 2.40 -0.23
58 H -5.29 4.68 -1.19
59 H -3.38 5.99 -2.19
60 H -1.12 4.99 -2.22
61 C 1.16 4.42 -2.84
62 C 1.76 4.88 -4.01
63 C 2.08 3.98 -5.03
64 C 1.82 2.61 -4.88
65 C 1.20 2.16 -3.72
66 H 0.96 5.12 -2.02
67 H 1.95 5.95 -4.12
68 H 2.55 4.33 -5.95
69 H 2.08 1.89 -5.66
70 H 1.02 1.08 -3.62
71 H -1.54 -0.08 -1.07
72 H -0.61 -0.15 -2.89
73 C 1.68 1.49 5.67
74 C 0.43 1.50 4.82
75 N 0.81 0.85 3.53
76 C 0.00 0.00 2.87
77 S -0.10 0.10 1.19
78 N -0.76 -0.91 3.49
79 C -0.42 -1.58 4.77
80 C -1.69 -1.62 5.58
81 H 2.06 0.47 5.72
82 H 1.52 1.87 6.68
83 H 2.47 2.09 5.19
84 H -0.41 0.98 5.31
85 H 0.11 2.52 4.61
86 H 1.28 1.51 2.90
87 H -1.22 -1.56 2.82
88 H -0.06 -2.59 4.56
89 H 0.39 -1.05 5.29
90 H -2.46 -2.21 5.06
91 H -1.56 -2.03 6.58
92 H -2.10 -0.61 5.66

ΔE to the lowest compared entry with this formula, charge and spin	64.7	kcal/mol
gap between HOMO and LUMO (alpha / beta)	3.40 / 3.42	eV
net charge	+3
total energy	-89398.298	eV

Atomic partial charges in e from the Löwdin method, atoms 1 to 6:
1. Zr 0.56
2. Cl 0.00
3. P 1.01
4. P 1.00
5. C -0.39
6. C -0.38